C37H46O8P2Sc | ωB97M-V with the def2-TZVPD basis set

XYZ file:
```
94
Properties=species:S:1:pos:R:3:forces:R:3:lowdin_charge:R:1
Sc 1.224 -0.156 -1.125 0.119 0.122 -0.066 1.243
C -0.560 -1.568 -3.478 0.005 -0.062 0.015 -0.104
C -0.788 -0.060 -3.594 0.045 0.024 -0.054 -0.101
O 0.340 0.678 -3.071 0.031 0.000 0.049 -0.200
C 1.313 1.030 -4.078 -0.054 0.008 -0.017 -0.103
C 2.340 -0.073 -4.174 0.047 0.012 -0.013 -0.099
O 2.865 -0.352 -2.859 -0.048 0.008 0.105 -0.197
C 4.109 0.324 -2.593 -0.008 -0.023 -0.050 -0.110
C 3.825 1.772 -2.266 0.064 0.032 0.042 -0.110
O 2.675 1.846 -1.392 -0.089 -0.049 0.002 -0.185
C 3.018 2.345 -0.088 0.053 0.050 -0.022 -0.125
C 3.683 1.230 0.712 -0.001 -0.028 0.049 -0.106
O 3.244 -0.034 0.181 -0.005 0.013 -0.014 -0.245
C 3.348 -1.090 1.134 0.066 0.040 0.022 -0.133
C 3.166 -2.356 0.355 -0.049 -0.058 -0.012 -0.103
O 2.005 -2.190 -0.494 -0.100 0.034 0.038 -0.221
C 1.915 -3.290 -1.428 0.041 -0.019 0.073 -0.106
C 0.612 -3.157 -2.147 -0.037 0.014 -0.096 -0.116
O 0.541 -1.798 -2.584 -0.017 -0.004 -0.015 -0.249
H -0.313 -2.030 -4.435 -0.010 0.007 -0.009 0.148
H -1.457 -2.048 -3.079 -0.003 0.006 -0.007 0.144
H -1.650 0.252 -3.023 -0.028 0.001 0.030 0.093
H -0.942 0.230 -4.632 -0.008 -0.010 0.005 0.148
H 1.737 1.977 -3.760 0.008 0.005 -0.004 0.126
H 0.815 1.185 -5.035 0.010 0.005 0.003 0.152
H 3.151 0.207 -4.848 -0.003 -0.004 0.003 0.155
H 1.901 -0.998 -4.539 -0.008 0.001 -0.004 0.139
H 4.770 0.240 -3.457 -0.001 -0.009 0.003 0.152
H 4.562 -0.196 -1.756 0.000 0.008 0.006 0.131
H 3.609 2.364 -3.153 0.001 -0.008 -0.010 0.137
H 4.693 2.221 -1.783 -0.009 0.008 -0.016 0.150
H 2.094 2.670 0.372 -0.008 0.005 0.008 0.111
H 3.680 3.205 -0.184 -0.011 -0.003 0.001 0.149
H 3.394 1.313 1.762 0.015 -0.007 -0.008 0.131
H 4.773 1.254 0.648 0.000 0.013 -0.014 0.151
H 2.584 -0.960 1.906 0.023 -0.007 -0.017 0.124
H 4.335 -1.092 1.603 -0.009 0.017 0.009 0.161
H 3.007 -3.209 1.017 0.009 -0.005 -0.009 0.156
H 4.027 -2.553 -0.288 0.010 0.016 0.012 0.152
H 1.960 -4.234 -0.881 0.010 0.002 -0.007 0.157
H 2.763 -3.225 -2.113 -0.010 0.003 -0.015 0.152
H -0.242 -3.369 -1.500 0.020 -0.010 0.012 0.128
H 0.586 -3.834 -3.004 -0.013 0.006 0.003 0.162
O -0.852 -0.444 -0.808 -0.100 -0.014 -0.008 -0.382
P -2.146 0.041 -0.130 0.211 -0.094 0.016 0.841
C -1.726 1.338 1.068 -0.033 0.046 0.009 -0.253
P -0.125 1.036 1.839 0.097 -0.040 -0.056 0.837
O 0.866 0.757 0.697 -0.043 -0.128 0.029 -0.390
C 0.359 2.463 2.771 0.059 0.157 -0.029 -0.300
C 1.367 2.314 3.733 -0.033 -0.004 -0.039 -0.080
C 1.844 3.423 4.411 -0.006 -0.017 -0.010 -0.038
C 1.319 4.680 4.138 0.012 0.025 0.024 -0.026
C 0.322 4.836 3.185 -0.020 -0.012 -0.016 -0.039
C -0.157 3.732 2.497 0.009 -0.015 0.047 -0.060
C -0.279 -0.354 2.937 -0.074 -0.077 0.054 -0.289
C -0.825 -0.159 4.209 0.016 -0.020 -0.042 -0.055
C -1.040 -1.246 5.042 0.004 0.027 -0.013 -0.032
C -0.715 -2.525 4.610 0.003 -0.016 -0.009 -0.028
C -0.181 -2.725 3.342 -0.021 -0.006 0.021 -0.048
C 0.033 -1.644 2.503 0.005 0.008 -0.031 -0.090
C -2.952 -1.287 0.730 -0.050 -0.023 0.053 -0.312
C -2.585 -2.606 0.477 -0.011 -0.003 0.029 -0.075
C -3.260 -3.644 1.100 0.022 0.010 -0.009 -0.045
C -4.297 -3.363 1.978 -0.019 -0.005 0.006 -0.031
C -4.670 -2.048 2.232 -0.003 0.005 0.004 -0.035
C -4.005 -1.008 1.605 0.031 -0.021 -0.017 -0.063
C -3.296 0.762 -1.278 -0.118 -0.021 -0.072 -0.301
C -4.376 -0.006 -1.726 0.040 0.045 0.006 -0.052
C -5.249 0.513 -2.670 0.002 0.005 -0.001 -0.034
C -5.053 1.795 -3.165 -0.043 -0.010 -0.020 -0.027
C -3.981 2.563 -2.726 0.047 0.009 0.026 -0.043
C -3.103 2.052 -1.787 0.011 0.000 -0.024 -0.083
H -2.510 1.409 1.825 -0.012 0.030 -0.005 0.098
H -1.677 2.289 0.535 -0.007 0.007 0.009 0.062
H 1.762 1.332 3.966 -0.009 -0.026 0.018 0.115
H 2.613 3.308 5.163 -0.001 -0.003 0.002 0.123
H 1.682 5.544 4.679 0.004 -0.004 -0.001 0.127
H -0.089 5.816 2.985 -0.003 -0.003 -0.003 0.123
H -0.942 3.874 1.765 0.000 0.001 0.003 0.103
H -1.073 0.837 4.555 0.007 0.025 0.012 0.121
H -1.454 -1.095 6.029 0.000 0.004 0.000 0.125
H -0.877 -3.370 5.265 0.001 0.000 -0.002 0.125
H 0.060 -3.727 3.012 0.007 0.000 -0.004 0.118
H 0.431 -1.806 1.508 -0.032 0.013 0.015 0.087
H -1.768 -2.812 -0.202 0.006 -0.003 -0.010 0.083
H -2.984 -4.671 0.900 0.003 0.003 -0.005 0.119
H -4.827 -4.173 2.462 0.000 0.002 0.003 0.125
H -5.485 -1.837 2.910 -0.001 0.002 -0.001 0.124
H -4.328 0.012 1.784 -0.005 -0.003 0.007 0.118
H -4.545 -0.999 -1.329 0.001 0.000 0.009 0.114
H -6.089 -0.078 -3.008 -0.002 0.003 -0.001 0.124
H -5.744 2.203 -3.890 0.000 -0.004 0.000 0.126
H -3.839 3.564 -3.111 0.002 0.000 0.001 0.122
H -2.265 2.663 -1.469 -0.003 -0.007 0.014 0.109
```
Forces are in eV/Å.

Total energy ... -3482.24467 Ha
ΔE to the lowest compared entry with this formula, charge and spin ... 0.0 kcal/mol
Charge ... +3
LUMO energy ... -0.26181 Eh
Strongest force on any atom ... 0.23 eV/A
Frontier orbital gap ... 9.39 eV
Spin multiplicity ... 1
HOMO energy ... -16.5 eV



C37H47AlBrN2O3Sb | ωB97M-V with the def2-TZVPD basis set

XYZ file:
```
92
Properties=species:S:1:pos:R:3:forces:R:3:lowdin_charge:R:1
Al 11.837 8.553 13.232 1.160 -0.546 -0.598 0.192
C 10.217 6.985 17.759 0.972 -2.395 0.790 0.030
O 11.100 7.801 16.954 -0.127 -0.355 -0.385 0.080
C 11.225 7.618 15.678 -0.365 3.105 0.404 -0.459
O 11.508 8.667 15.031 0.028 -0.352 -0.339 0.069
N 10.946 6.481 15.025 -0.237 -1.024 -1.549 0.134
N 10.943 6.619 13.555 -0.169 -0.886 -0.055 0.078
H 10.388 5.922 17.490 -0.206 0.576 0.250 0.105
H 9.173 7.193 17.638 -0.383 0.676 -0.396 0.103
H 10.505 7.074 18.821 0.026 0.389 -0.734 0.124
H 11.487 5.710 15.370 -0.198 -0.910 0.112 0.177
H 10.024 6.301 13.150 0.580 0.737 1.077 0.159
H 11.560 5.903 13.093 0.026 0.980 0.923 0.137
C 15.940 6.635 7.322 -1.991 -0.191 -0.471 -0.083
C 16.793 6.970 8.505 1.425 0.469 1.618 -0.540
C 17.646 8.226 8.253 -0.469 0.467 -1.089 -0.059
C 17.821 5.783 8.779 -1.461 -0.233 1.530 -0.040
C 15.888 7.263 9.791 1.133 -0.423 1.048 -0.110
C 14.528 7.541 9.749 -0.912 -0.058 -1.691 -0.085
C 13.722 7.500 10.891 1.179 0.356 -1.545 -0.470
Br 11.769 7.372 10.584 1.053 0.643 0.693 0.884
C 14.302 7.588 12.134 -0.073 0.168 1.016 -0.295
O 13.477 7.888 13.163 -1.620 0.457 1.005 -0.125
C 15.713 7.430 12.308 -1.978 0.273 -2.528 -0.097
C 16.425 7.214 11.119 0.398 0.196 -0.245 0.046
C 16.461 7.267 13.565 1.729 -0.466 1.408 -0.534
C 16.958 5.820 13.534 0.286 -1.152 -0.174 -0.053
C 15.750 7.400 14.909 -2.209 0.703 0.063 -0.050
C 17.785 8.079 13.580 -1.018 0.138 -0.652 -0.019
H 16.446 6.095 6.537 0.685 0.433 -0.406 0.082
H 15.320 7.475 6.879 0.955 -0.775 0.532 0.108
H 15.224 5.861 7.627 -0.220 0.194 0.132 0.088
H 18.171 8.142 7.275 -0.356 0.072 0.577 0.104
H 18.393 8.487 8.998 -0.029 -0.399 0.319 0.078
H 16.950 9.071 8.212 0.235 0.154 -0.282 0.083
H 18.295 5.413 7.849 -0.493 0.226 0.446 0.085
H 17.183 4.945 9.298 1.641 1.195 -0.962 0.118
H 18.654 6.155 9.452 -1.088 -0.660 -0.595 0.087
H 14.046 7.866 8.796 0.395 -0.946 0.652 0.123
H 17.497 7.073 11.357 -0.761 -0.142 -1.159 0.107
H 16.160 5.156 13.191 0.088 -0.123 0.073 0.098
H 17.275 5.475 14.514 0.019 0.085 0.242 0.094
H 17.832 5.676 12.878 -0.481 0.063 0.094 0.095
H 15.117 6.512 15.105 0.430 0.232 0.003 0.089
H 15.049 8.246 15.051 0.307 -0.125 -0.698 0.081
H 16.403 7.570 15.738 0.907 -0.500 0.329 0.079
H 18.415 7.742 12.744 0.087 0.340 0.633 0.079
H 18.237 7.888 14.537 0.553 0.048 0.183 0.088
H 17.573 9.135 13.456 0.167 0.326 0.105 0.091
C 9.326 14.218 13.321 0.952 1.630 -0.224 -0.047
C 8.542 12.994 13.543 -2.339 0.986 0.581 -0.352
C 7.147 13.069 13.773 -0.105 -1.943 0.118 0.039
C 6.345 11.827 13.843 -0.156 3.872 0.219 -0.047
C 6.891 10.594 13.862 3.159 -0.862 -0.583 -0.072
C 8.310 10.565 13.612 -1.710 0.269 1.061 -0.161
C 9.061 11.743 13.518 1.215 -3.920 -1.729 -0.336
Sb 10.959 11.161 12.603 0.626 2.037 2.111 1.632
C 12.302 12.167 14.066 1.632 -0.057 -0.663 -0.283
C 13.651 12.306 13.619 -1.462 -0.063 0.391 -0.144
C 14.692 12.821 14.419 -0.053 -1.749 -1.417 -0.088
C 14.331 13.395 15.592 -1.862 0.380 0.845 -0.053
C 12.937 13.419 16.004 2.502 1.018 0.552 -0.028
C 11.991 12.654 15.360 -1.418 -0.343 0.082 -0.300
C 10.717 12.302 16.170 0.965 -0.050 0.265 -0.032
C 11.289 12.321 10.774 0.212 -0.573 2.210 -0.312
C 12.289 13.283 10.748 -0.692 1.117 -0.601 -0.115
C 12.703 13.678 9.477 -1.295 -1.243 1.009 -0.039
C 12.115 13.128 8.302 2.699 1.258 0.993 -0.041
C 11.125 12.205 8.397 -1.417 0.444 1.326 -0.012
C 10.634 11.850 9.695 0.232 -1.711 -1.824 -0.303
C 9.627 10.729 9.871 -0.996 0.404 -0.117 -0.084
H 8.779 14.877 12.645 -0.063 -0.054 -0.130 0.093
H 10.295 14.021 12.796 -0.643 0.219 0.810 0.063
H 9.457 14.875 14.229 0.207 -0.996 -0.673 0.119
H 6.715 14.077 13.938 -0.067 -0.960 -0.411 0.133
H 5.273 11.981 13.864 -0.024 -0.134 0.321 0.110
H 6.410 9.630 14.019 -0.427 0.507 -0.219 0.112
H 8.772 9.578 13.559 0.076 0.205 -0.055 0.054
H 13.824 12.032 12.599 0.559 -0.404 -0.388 0.070
H 15.733 12.553 14.118 -0.865 0.904 0.294 0.129
H 15.103 13.782 16.223 0.057 0.431 0.437 0.105
H 12.711 14.083 16.889 0.027 -1.341 -0.841 0.139
H 10.932 12.663 17.199 -0.311 -0.517 -0.543 0.086
H 10.608 11.175 16.188 -0.164 1.303 -0.016 0.087
H 9.803 12.816 15.858 0.139 -0.378 -0.178 0.063
H 12.467 13.911 11.638 0.723 -0.797 -0.406 0.119
H 13.492 14.370 9.481 0.763 1.035 -0.633 0.098
H 12.683 13.497 7.443 -1.042 -0.561 -0.450 0.125
H 10.577 11.860 7.556 -0.108 -0.423 -0.751 0.113
H 8.891 10.712 9.059 0.143 0.124 0.039 0.097
H 8.997 10.879 10.799 0.727 -0.326 -0.834 0.067
H 10.101 9.739 9.830 -0.018 0.218 0.318 0.039
```
Forces are in eV/Å.

Total energy ... -4829.43363 Ha
ΔE to the lowest compared entry with this formula, charge and spin ... 48.5 kcal/mol
Charge ... +2
LUMO energy ... -0.21787 Eh
Strongest force on any atom ... 4.45 eV/A
Frontier orbital gap ... 7.13 eV
Spin multiplicity ... 1
HOMO energy ... -13.1 eV